Entry 1:
Formula: C53H42BCl4N6O2STi
Source: the Open Molecules 2025 dataset
Level of theory: the ωB97M-V functional and the def2-TZVPD basis

Structure (XYZ):
```
110
Properties=species:S:1:pos:R:3:forces:R:3:mulliken_spin:R:1
Ti 0.3455 0.5926 0.3914 0.6 0.6 0.9 0.225
Cl -2.3783 -5.0667 7.4432 0.0 -0.1 0.1 0.000
C -1.8699 -4.0196 6.1618 0.0 0.1 -0.2 0.000
C -2.0412 -4.4120 4.8445 0.0 -0.1 0.2 0.001
C -1.6504 -3.5622 3.8243 0.1 0.1 0.1 0.016
C -1.0856 -2.3248 4.1073 0.0 0.0 0.1 -0.006
C -0.9050 -1.9574 5.4376 0.0 -0.1 -0.1 0.003
C -1.3034 -2.7920 6.4650 0.0 -0.1 0.1 0.001
C -0.6661 -1.3936 3.0289 -0.1 0.5 -0.4 0.080
C 0.6864 -1.4055 2.6381 -0.2 -0.1 0.3 0.034
C 1.6688 -2.2853 3.1542 0.0 0.2 -0.2 0.049
C 2.8835 -1.7802 2.7729 -0.3 0.2 -0.1 0.013
C 2.6243 -0.6121 2.0111 0.6 0.0 0.2 0.088
C 3.6278 0.2267 1.4674 -0.7 0.2 -0.5 0.021
C 4.9641 0.1542 2.0701 0.4 0.0 0.1 -0.003
C 6.1341 0.0903 1.3142 -0.1 -0.1 0.1 0.002
C 7.3759 0.1581 1.9175 0.2 0.0 0.1 -0.002
C 7.4612 0.2471 3.2977 -0.2 0.0 -0.1 0.003
Cl 9.0111 0.3565 4.0565 0.2 0.0 0.1 0.000
C 6.3139 0.2508 4.0752 0.2 0.0 0.0 -0.001
C 5.0789 0.2083 3.4609 0.0 0.1 -0.1 0.006
C 3.3676 1.1330 0.4506 0.6 -0.5 0.8 0.066
N 2.1427 1.3262 -0.1451 0.0 0.0 -0.2 0.011
C 2.3521 2.2455 -1.1449 -0.3 0.8 -0.7 -0.001
C 1.3840 2.8510 -1.9283 0.1 -0.4 0.5 0.055
C 1.7826 3.8341 -2.9559 0.1 0.1 -0.1 0.013
C 2.5391 3.4726 -4.0662 -0.1 0.1 0.1 0.018
C 2.8513 4.4041 -5.0409 0.0 0.1 -0.1 -0.003
C 2.4202 5.7132 -4.8951 0.0 -0.2 0.1 0.004
Cl 2.7642 6.8687 -6.1375 0.1 0.1 -0.1 0.001
C 1.7030 6.1038 -3.7746 0.0 0.1 -0.1 -0.002
C 1.3790 5.1618 -2.8177 0.2 -0.1 0.0 0.010
C -0.0019 2.7134 -1.7031 0.3 0.3 -0.4 0.017
C -1.0175 3.3012 -2.4982 0.0 -0.3 0.2 0.068
C -2.2024 3.0843 -1.8432 0.3 -0.1 0.3 0.008
C -1.8948 2.3651 -0.6611 -0.8 0.2 0.0 0.065
N -0.5493 2.1204 -0.5947 0.0 0.1 0.0 0.001
C -2.8274 1.9831 0.3268 0.6 -0.5 0.4 0.032
C -2.5103 1.1226 1.3671 -0.7 0.8 -0.5 0.054
C -3.4198 0.7968 2.4362 0.2 -0.4 0.2 -0.018
C -2.8438 -0.1913 3.1574 -0.3 0.3 -0.3 0.036
C -1.5570 -0.4406 2.5682 0.3 -0.6 0.4 -0.010
N -1.3443 0.4054 1.5035 0.0 -0.1 0.1 -0.002
C -4.2012 2.5061 0.2195 -0.2 0.1 0.0 -0.008
C -4.4363 3.8774 0.1372 0.0 -0.1 0.1 0.003
C -5.7175 4.3811 0.0214 -0.1 0.0 0.0 -0.001
C -6.7903 3.5061 -0.0218 0.2 -0.1 0.0 0.002
Cl -8.3955 4.1258 -0.1936 -0.2 0.0 0.0 0.000
C -6.5834 2.1393 0.0692 -0.2 0.1 0.0 -0.001
C -5.2984 1.6464 0.1924 0.1 0.1 -0.1 0.006
C 3.7369 2.6435 -1.1707 0.2 -0.3 0.3 0.036
C 4.3523 1.9919 -0.1615 -0.3 0.2 -0.3 -0.012
N 1.2789 -0.4134 1.8889 0.1 -0.1 0.4 0.002
H -2.4757 -5.3743 4.6254 -0.1 -0.1 0.0 0.000
H -1.7807 -3.8641 2.7963 -0.1 0.0 -0.1 0.003
H -0.4515 -1.0039 5.6643 0.0 0.1 0.0 0.001
H -1.1721 -2.4965 7.4946 0.0 0.0 0.1 0.000
H 1.4639 -3.1618 3.7382 0.0 -0.1 0.1 -0.002
H 3.8527 -2.1912 2.9703 0.2 0.0 0.1 0.001
H 6.0678 -0.0291 0.2437 0.0 0.0 -0.1 0.004
H 8.2770 0.1456 1.3231 0.1 -0.1 0.0 0.000
H 6.3902 0.2993 5.1499 0.0 0.0 0.1 0.000
H 4.1832 0.2405 4.0628 -0.1 0.0 0.0 -0.003
H 2.8784 2.4524 -4.1678 0.0 -0.1 0.0 0.002
H 3.4126 4.1163 -5.9163 0.1 0.0 -0.1 0.000
H 1.3948 7.1317 -3.6620 0.0 0.1 0.0 0.000
H 0.8193 5.4527 -1.9401 -0.1 0.0 0.0 0.000
H -0.8710 3.8008 -3.4375 0.0 0.1 -0.1 -0.004
H -3.1845 3.3885 -2.1490 -0.2 0.0 -0.1 -0.002
H -4.3613 1.2846 2.6090 -0.1 0.0 0.0 0.001
H -3.2272 -0.6998 4.0219 -0.1 0.0 0.1 0.010
H -3.6012 4.5594 0.1808 0.1 0.1 0.0 -0.002
H -5.8854 5.4450 -0.0345 0.0 0.1 0.0 0.000
H -7.4245 1.4671 0.0372 -0.1 -0.1 0.0 0.000
H -5.1389 0.5806 0.2588 0.0 -0.1 0.0 0.006
H 4.1524 3.3630 -1.8511 0.1 0.1 0.0 0.008
H 5.3728 2.0815 0.1528 0.1 0.1 0.0 0.004
S 2.4745 -2.2331 -0.7042 0.4 0.3 -0.2 0.003
C 1.4062 -3.4514 -0.4401 0.1 0.1 0.1 -0.003
N 0.2046 -3.3532 0.1761 0.1 -0.2 -0.3 -0.007
C -0.4030 -4.6553 0.3599 -0.2 -0.2 0.2 0.003
C 0.3880 -5.5272 -0.6329 -0.3 -0.2 -0.1 0.000
N 1.5843 -4.7387 -0.8278 -0.1 -0.1 0.2 0.000
H -0.0469 -2.5372 0.7217 0.1 -0.3 -0.1 -0.006
H -1.4703 -4.6268 0.1264 0.1 -0.1 0.1 0.000
H -0.2677 -5.0110 1.3902 0.0 0.0 -0.1 0.000
H -0.1654 -5.6587 -1.5732 0.1 0.0 0.1 0.000
H 0.6263 -6.5120 -0.2275 -0.1 0.1 0.0 0.000
H 2.2824 -4.9694 -1.5119 0.0 0.2 0.0 0.000
C -0.8798 -0.7018 -4.6535 0.1 0.0 0.4 0.000
C -0.7987 -1.4155 -3.3070 -0.1 -0.4 -0.1 -0.001
C -0.3038 -2.8509 -3.5339 0.0 0.4 0.2 0.000
O 0.1698 -0.7544 -2.4761 0.5 0.3 -0.4 -0.009
B -0.2937 -0.6272 -1.1993 -1.0 -0.6 -1.4 0.027
O -1.6071 -1.0469 -1.1260 -0.3 -0.2 0.3 -0.015
C -2.1085 -1.3355 -2.4438 -0.2 0.1 -0.3 -0.004
C -3.0225 -0.1714 -2.8478 0.3 -0.2 0.2 0.004
C -2.9170 -2.6286 -2.3815 0.3 0.4 0.1 0.000
H 0.0574 -0.8438 -5.1858 0.1 0.0 -0.1 0.000
H -1.0308 0.3637 -4.5150 -0.1 0.1 0.0 0.000
H -1.6915 -1.1110 -5.2513 -0.1 0.0 -0.1 0.000
H 0.6690 -2.8132 -4.0199 0.1 0.0 0.0 0.000
H -0.9927 -3.4031 -4.1682 -0.1 -0.1 0.0 0.000
H -0.1809 -3.3558 -2.5798 0.0 -0.1 0.1 0.000
H -2.4633 0.7619 -2.8803 0.0 0.0 -0.1 0.000
H -3.8075 -0.0610 -2.1030 -0.1 0.0 0.1 -0.001
H -3.4885 -0.3582 -3.8118 0.0 0.0 -0.1 0.000
H -2.3295 -3.4087 -1.9082 0.0 -0.2 0.0 0.000
H -3.2151 -2.9455 -3.3769 -0.1 -0.1 -0.1 0.000
H -3.8081 -2.4593 -1.7825 -0.1 0.0 0.0 0.000
```
Positions in Å, forces in eV/Å.

Properties
**Orbital gap (alpha / beta)**: 4.7 / 5.4 eV
**Energy relative to the best compared isomer or geometry (same formula, charge and spin)**: 1.067 eV
**LUMO level (alpha / beta)**: -0.040 / -0.055 Ha
**HOMO energy (alpha / beta)**: -5.8 / -6.9 eV
**Multiplicity**: 2
**<S²>**: 0.78
**Strongest force on any atom**: 0.0358 Eh/bohr

***

Entry 2:
Formula: C53H45BO13
Source: the Open Molecules 2025 dataset
Level of theory: the ωB97M-V functional and the def2-TZVPD basis

Structure (XYZ):
```
112
Properties=species:S:1:pos:R:3:forces:R:3:mulliken_charge:R:1
C -3.5411 4.2581 0.1128 -0.8 -1.0 0.3 -0.498
O -2.1956 4.8152 0.0854 1.1 -2.2 1.0 -0.503
B -1.3018 3.9562 0.8580 -2.1 1.6 0.9 0.656
O -1.6559 3.8052 2.2521 0.2 -1.0 -2.2 -0.620
C -0.0772 3.2379 0.0751 1.6 2.1 -3.0 -0.292
O 1.1773 2.9793 0.6933 -2.4 -1.3 0.6 -0.003
C 1.0941 2.3102 1.9657 0.8 -1.0 2.1 -0.534
C 0.3383 0.9004 1.9630 0.6 -0.8 -0.6 0.916
C 0.5526 0.0509 3.3270 -0.5 1.6 -0.5 -1.139
O 0.9553 0.0842 0.9024 -1.2 0.7 0.2 -0.580
O -0.7673 2.1821 -0.6736 -1.6 -0.7 -0.9 0.501
C -1.2803 2.6019 -1.9638 0.4 0.3 -0.6 0.411
O -2.1874 2.0345 -2.5882 3.8 2.4 2.6 -0.558
O -0.4945 3.7510 -2.3509 -1.1 -3.2 1.5 -0.422
C 0.3903 4.0937 -1.2348 -0.4 3.7 1.4 -0.081
C 1.9514 4.2984 -1.5128 0.0 -0.3 -1.5 -1.193
C 2.7624 3.0234 -2.0501 0.9 -0.6 1.4 0.602
C 1.9070 1.6952 -2.2987 0.9 -0.3 -1.0 -1.161
C 3.9035 2.6501 -0.9503 0.6 0.3 -0.7 -1.220
H -4.2746 4.8694 -0.5219 1.5 -0.9 0.8 0.230
H -3.4514 3.1691 -0.2712 -0.6 1.7 0.3 0.141
H -3.9663 4.1931 1.1739 0.7 0.3 -1.4 0.241
H -2.1403 2.9608 2.3804 0.6 0.7 0.2 0.321
H 0.6878 2.9740 2.8240 0.3 -0.9 -1.6 0.166
H 2.1850 2.0822 2.2823 -1.6 0.4 -0.8 0.319
H -0.7616 1.0278 1.6782 1.3 -0.1 0.7 0.063
H 0.5250 -1.0653 3.0914 0.0 1.7 0.4 0.323
H -0.2816 0.3703 4.0474 1.3 -0.7 -0.8 0.303
H 1.5598 0.3783 3.7583 -1.3 -0.8 -0.5 0.219
H 0.2528 -0.1457 0.2520 0.8 0.2 0.7 0.019
H 0.0547 5.1873 -1.0423 0.5 -1.7 -0.1 0.446
H 2.4904 4.7617 -0.6028 -1.3 -0.9 -1.3 0.351
H 2.0269 5.1103 -2.3358 -0.4 -1.2 1.3 0.370
H 3.3455 3.2943 -3.0065 -1.2 -0.3 1.4 0.495
H 1.1055 1.8822 -3.0925 0.9 -0.4 1.3 0.301
H 1.5180 1.1969 -1.3453 0.4 1.1 -1.3 0.106
H 2.6330 0.9251 -2.7717 -1.1 1.2 0.7 0.516
H 3.5255 1.9365 -0.1388 0.4 1.0 -1.2 0.066
H 4.3257 3.6008 -0.4478 -0.7 -1.5 -0.8 0.338
H 4.7951 2.1752 -1.5145 -1.4 0.5 1.1 0.384
C -1.3069 -1.1090 -1.2114 0.1 -0.2 -0.1 -0.673
C -2.2869 -1.5727 -0.3361 0.1 -0.2 0.0 -0.674
C -2.4888 -2.9391 -0.1774 -0.1 0.2 0.1 -0.958
C -1.7179 -3.8473 -0.9038 0.0 0.4 0.0 0.372
C -0.7532 -3.3827 -1.7984 -0.1 0.3 0.1 0.076
C -0.5410 -2.0110 -1.9423 -0.1 0.1 0.1 -0.516
C 0.0371 -4.3350 -2.6116 0.7 0.4 -0.6 0.456
O 0.8823 -3.9306 -3.3904 -0.2 -0.1 0.2 -0.668
C -0.2220 -5.7857 -2.4698 0.0 -0.4 -0.1 0.189
C 0.4737 -6.6926 -3.2704 0.0 -0.3 0.0 -0.577
C 0.2463 -8.0582 -3.1347 0.0 0.2 0.1 -0.472
C -0.6692 -8.5234 -2.1933 -0.1 0.2 0.1 -0.559
C -1.3684 -7.6229 -1.3976 0.1 -0.2 -0.1 -0.543
C -1.1531 -6.2512 -1.5412 0.1 -0.3 -0.1 0.287
C -1.9281 -5.2996 -0.7145 -0.5 -0.3 0.6 0.718
O -2.7341 -5.7051 0.1079 0.5 0.1 -0.2 -0.736
H -1.1440 -0.0421 -1.3280 -0.1 -0.1 -0.1 0.854
H -2.8927 -0.8675 0.2245 0.0 -0.1 -0.1 0.557
H -3.2505 -3.2945 0.5099 0.1 -0.1 -0.1 0.549
H 0.2172 -1.6434 -2.6266 -0.1 -0.2 0.0 0.571
H 1.1907 -6.3374 -4.0037 -0.1 0.1 0.2 0.465
H 0.7847 -8.7613 -3.7621 0.0 0.1 0.1 0.398
H -0.8409 -9.5893 -2.0829 0.0 0.1 0.0 0.397
H -2.0839 -7.9913 -0.6692 0.1 0.2 -0.1 0.476
C 6.1175 1.7236 4.0534 0.1 0.1 -0.1 -0.543
C 7.0203 1.8122 5.1110 0.1 0.1 -0.1 -0.518
C 8.1535 2.6096 4.9945 -0.2 -0.2 0.1 -0.663
C 8.3938 3.3125 3.8135 -0.3 -0.3 0.1 0.444
C 7.5024 3.2045 2.7460 -0.2 -0.2 0.3 0.033
C 6.3569 2.4172 2.8724 -0.1 -0.1 0.2 -0.518
C 7.7706 3.9057 1.4699 -0.6 -0.1 -0.7 0.354
O 6.9896 3.8139 0.5389 0.2 0.0 0.2 -0.626
C 9.0053 4.7117 1.3402 0.3 0.2 -0.1 0.144
C 9.3006 5.3315 0.1250 0.2 0.2 -0.1 -0.478
C 10.4519 6.1017 -0.0019 -0.2 -0.1 0.1 -0.476
C 11.3071 6.2634 1.0860 -0.1 -0.1 0.1 -0.466
C 11.0193 5.6431 2.2966 0.1 0.1 -0.2 -0.557
C 9.8724 4.8579 2.4231 0.2 0.2 -0.3 0.160
C 9.5937 4.1729 3.7054 0.6 0.1 0.8 0.579
O 10.3437 4.3102 4.6568 -0.2 0.0 -0.3 -0.679
H 5.2285 1.1081 4.1485 0.1 0.1 0.0 0.481
H 6.8391 1.2605 6.0278 0.0 0.1 -0.1 0.380
H 8.8505 2.6787 5.8236 0.0 0.1 -0.2 0.461
H 5.6526 2.3399 2.0497 0.2 0.1 0.0 0.770
H 8.6371 5.2124 -0.7258 0.0 -0.1 0.2 0.462
H 10.6822 6.5785 -0.9493 0.0 -0.1 0.1 0.403
H 12.2015 6.8704 0.9885 -0.1 -0.1 0.0 0.393
H 11.6919 5.7689 3.1391 -0.2 -0.1 0.0 0.458
C -5.6339 -5.8504 -0.1642 -0.2 0.0 -0.1 -0.165
C -6.4867 -6.1198 0.9043 -0.2 0.2 -0.1 -0.695
C -7.7107 -5.4666 1.0008 0.2 -0.2 0.1 -0.628
C -8.0810 -4.5313 0.0338 0.3 -0.2 0.1 0.161
C -7.2163 -4.2437 -1.0229 0.2 -0.2 0.2 0.124
C -5.9964 -4.9139 -1.1262 0.1 -0.1 0.2 -0.568
C -7.5749 -3.2177 -2.0285 0.6 0.1 -0.7 0.551
O -6.8218 -2.9683 -2.9540 -0.2 0.0 0.2 -0.677
C -8.8585 -2.4934 -1.8875 -0.3 0.3 0.0 0.175
C -9.1844 -1.4837 -2.7944 -0.2 0.2 0.0 -0.534
C -10.3940 -0.8070 -2.6776 0.2 -0.2 0.1 -0.480
C -11.2860 -1.1420 -1.6612 0.1 -0.1 0.1 -0.443
C -10.9626 -2.1434 -0.7525 -0.1 0.2 -0.1 -0.573
C -9.7434 -2.8146 -0.8583 -0.2 0.3 -0.2 0.167
C -9.3932 -3.8545 0.1355 -0.6 -0.3 0.7 0.676
O -10.1718 -4.1452 1.0281 0.2 0.1 -0.2 -0.675
H -4.6849 -6.3662 -0.2436 -0.2 0.1 0.0 0.491
H -6.1976 -6.8415 1.6615 0.0 0.1 -0.1 0.412
H -8.3730 -5.6846 1.8327 0.0 0.1 -0.2 0.460
H -5.3254 -4.7041 -1.9534 -0.2 0.1 0.1 0.517
H -8.4955 -1.2197 -3.5906 0.0 -0.2 0.2 0.472
H -10.6431 -0.0187 -3.3808 0.0 -0.1 0.1 0.395
H -12.2329 -0.6185 -1.5749 0.1 -0.1 0.0 0.394
H -11.6596 -2.3967 0.0401 0.2 -0.1 0.0 0.459
```
Positions in Å, forces in eV/Å.

Properties
**Orbital gap**: 8.5 eV
**LUMO level**: -0.042 Ha
**Structure (SMILES)**: COB(O)[C@@]1(OC[C@H](C)O)OC(=O)O[C@@H]1CC(C)C.O=C1c2ccccc2C(=O)c2ccccc21.O=C1c2ccccc2C(=O)c2ccccc21.O=C1c2ccccc2C(=O)c2ccccc21
**HOMO energy**: -9.6 eV
**Multiplicity**: 1
**Strongest force on any atom**: 0.1014 Eh/bohr

***

| no. | molecular weight (Da) |
| --- | --- |
| 1 | 1027.5 |
| 2 | 900.7 |